1.
Density functional theory data (wB97M-V/def2-TZVPD) for a 2-piece molecular cluster, C7H15IO2S overall at a distorted geometry.

Cartesian coordinates (Å):
C (-2.4327, -0.6140, -0.1575)
C (-2.4205, 1.5411, 1.0388)
C (-2.7704, 1.4867, -1.4600)
C (2.4865, -1.8808, 1.1157)
C (1.9782, -1.3751, -1.2592)
C (-2.6308, 0.6955, -0.2111)
C (2.5274, -0.8353, 0.0686)
O (1.6723, 1.4661, -0.5975)
O (1.4208, 0.9585, 1.7528)
S (1.1392, 0.4224, 0.2212)
I (4.4128, 0.1769, -0.1192)
H (-2.1822, -1.1440, -1.0928)
H (2.2498, 1.6018, 1.7388)
H (-2.4951, -1.1882, 0.7353)
H (-3.2829, 1.2246, 1.6637)
H (-2.6780, 2.5594, 0.7671)
H (-1.4101, 1.1861, 1.5194)
H (-3.7031, 2.0978, -1.4213)
H (-1.8442, 2.3014, -1.4600)
H (-2.8068, 0.7120, -2.2636)
H (1.4429, -2.4943, 1.1110)
H (2.5977, -1.5798, 2.2103)
H (3.1887, -2.7256, 0.8897)
H (1.5372, -2.3126, -1.0912)
H (1.2984, -0.5600, -1.7037)
H (2.7047, -1.7206, -1.9953)

Cartesian forces, eV/Å:
-0.090 -0.203 -1.845
-0.853 -2.188 0.537
1.658 1.007 -0.124
-1.522 -2.955 2.095
0.783 1.208 -1.312
1.212 0.662 0.873
-1.403 0.208 -0.735
-0.241 2.057 -1.844
1.574 1.324 0.008
1.647 -0.468 2.999
-0.346 -0.260 0.210
-0.726 -0.009 0.469
-2.239 -1.867 -0.225
0.467 -0.213 0.739
0.753 0.247 0.450
1.022 0.432 0.482
-1.984 1.607 -0.728
0.596 -0.487 -0.188
-2.251 -2.180 -0.597
0.212 1.316 -0.063
2.006 1.739 -0.172
0.180 -0.011 -1.637
-0.231 0.904 0.259
-1.621 -0.917 0.520
0.932 -1.826 -0.059
0.464 0.875 -0.109

multiplicity = 1

***

2.
Density functional theory data (wB97M-V/def2-TZVPD) for C7H15IrN6OS as an isolated structure at a distorted geometry.

Cartesian coordinates (Å):
Ir (-0.2032, 0.1762, 0.1226)
N (-0.9821, 1.4061, 2.1395)
N (-0.2673, 2.5270, 2.5815)
C (0.7459, 3.0237, 1.8829)
N (1.4205, 4.0777, 2.2658)
S (1.2041, 2.2440, 0.3829)
H (-1.9771, 1.6337, 2.0547)
H (-0.9030, 0.6428, 2.8183)
H (-0.5252, 2.9519, 3.4754)
H (1.2406, 4.5753, 3.1329)
H (2.1832, 4.4380, 1.7010)
N (-2.6801, -2.9609, 1.9328)
C (-1.8016, -2.3154, 1.2055)
O (-1.3682, -1.1852, 1.5430)
C (-1.2754, -2.9338, -0.0710)
C (-1.0360, -1.8946, -1.1066)
H (-3.0511, -2.5483, 2.7838)
H (-3.0028, -3.8944, 1.7041)
H (-1.9748, -3.6972, -0.4476)
H (-0.3470, -3.4704, 0.1597)
H (-1.9005, -1.3038, -1.4142)
H (-0.3738, -2.1918, -1.9034)
N (2.6706, -0.3901, -3.2576)
C (1.8858, 0.5115, -3.8794)
C (0.8766, 0.8283, -2.9739)
N (1.0747, 0.1210, -1.8362)
C (2.1692, -0.6147, -2.0344)
H (3.4997, -0.8255, -3.6484)
H (2.0584, 0.8702, -4.8780)
H (0.0501, 1.4985, -3.1175)
H (2.5896, -1.2997, -1.3183)

Cartesian forces, eV/Å:
1.046 1.226 0.347
-0.112 -0.362 0.019
-0.087 0.272 0.470
-0.116 -0.198 -0.174
0.008 -0.091 -0.018
-0.466 -1.180 -0.498
0.182 0.100 -0.063
0.019 0.189 -0.013
-0.074 -0.198 -0.236
-0.080 -0.026 -0.022
-0.056 -0.069 0.028
0.106 0.263 0.137
-0.320 -1.284 -0.452
0.548 1.483 0.019
0.083 0.036 0.445
-0.603 -1.034 -0.450
0.128 -0.084 -0.070
0.061 0.120 -0.110
0.055 0.113 -0.111
-0.092 -0.008 0.083
0.038 0.324 -0.016
0.140 0.222 -0.148
0.075 -0.581 0.849
-1.600 1.013 0.407
0.609 0.381 -1.669
-0.197 -0.236 1.032
0.629 -0.485 0.254
-0.063 -0.004 0.086
0.046 -0.012 -0.076
-0.073 0.110 -0.032
0.163 0.001 -0.017

multiplicity = 6
total charge = +3
<S²> = 8.768

***

3.
Density functional theory data (wB97M-V/def2-TZVPD) for a single C7H15N molecule at a distorted geometry.

Cartesian coordinates (Å):
C (0.1545, -0.3551, -2.7281)
C (-0.0894, -1.5278, -1.7139)
C (0.8982, -1.6483, -0.5266)
C (1.0722, -0.5286, 0.5896)
C (-0.2174, 0.1707, 0.7333)
C (-0.4438, 1.0752, 1.6425)
C (-1.7970, 1.8332, 1.7662)
N (0.5478, 1.5049, 2.5301)
H (-0.2416, -0.7234, -3.7892)
H (1.2119, -0.1918, -2.9904)
H (-0.5024, 0.5035, -2.5268)
H (-1.0984, -1.5140, -1.4220)
H (0.0115, -2.4394, -2.2174)
H (0.5114, -2.6257, -0.0087)
H (1.8316, -1.9530, -1.1639)
H (1.4604, -1.1012, 1.4890)
H (1.8378, 0.2001, 0.0484)
H (-0.8391, 0.1607, -0.1482)
H (-2.3265, 1.9536, 0.8619)
H (-2.5153, 1.1079, 2.3616)
H (-1.7357, 2.7937, 2.2094)
H (1.3587, 0.8905, 2.6124)
H (0.9107, 2.4145, 2.3908)

Cartesian forces, eV/Å:
-1.334 -1.960 -2.332
1.247 2.278 0.039
0.111 -2.499 -0.423
1.755 -0.901 -3.030
0.169 -0.493 -0.990
-1.230 2.681 0.391
-0.215 -3.247 1.300
0.533 -1.436 1.583
0.525 0.615 2.070
-0.346 0.516 0.746
0.939 0.117 0.155
-1.443 0.239 0.620
0.299 -1.402 -0.935
0.992 1.575 -0.701
-0.889 0.698 2.027
-0.177 1.278 -0.922
-0.986 -1.197 1.801
-0.683 -0.505 0.362
-0.213 0.003 -1.454
1.417 1.728 -0.652
0.234 0.715 0.810
-0.513 0.066 -0.254
-0.193 1.132 -0.213

SMILES string = CCCC/C=C(/C)N
multiplicity = 1

***

4.
Density functional theory data (wB97M-V/def2-TZVPD) for a 2-piece molecular cluster, C7H15N overall at a distorted geometry.

Cartesian coordinates (Å):
C (-0.2420, 0.0204, 1.5520)
C (-0.2492, -1.1452, 0.6161)
C (0.5303, -2.3080, 1.1196)
C (1.6484, -2.6233, 0.4839)
C (-0.8510, 1.1635, 0.7496)
N (0.0154, 1.5655, -0.3430)
C (-0.7576, 2.1218, -1.4004)
C (-1.2208, 1.0709, -2.4465)
H (0.7688, 0.3782, 1.8093)
H (-0.7732, -0.2867, 2.4692)
H (-1.2693, -1.3326, 0.2662)
H (0.3415, -0.7662, -0.2792)
H (2.8520, -1.1856, 2.1621)
H (1.5983, -2.5138, -0.5978)
H (2.6236, -3.0758, 0.6860)
H (-1.0976, 1.9097, 1.4950)
H (-1.7730, 0.7587, 0.2811)
H (3.5226, -1.2724, 2.4549)
H (-1.6949, 2.6624, -1.2904)
H (-0.0506, 2.8269, -1.8447)
H (-0.4272, 0.6736, -3.0839)
H (-1.3463, 0.1349, -1.8544)
H (-2.1483, 1.2231, -3.0045)

Cartesian forces, eV/Å:
0.425 0.771 0.664
0.347 -1.653 -0.261
0.926 1.948 -2.452
0.392 -1.182 0.343
-0.331 -1.125 -0.756
-1.080 -0.685 1.842
0.685 0.282 -2.219
0.798 -2.383 0.701
-0.165 -0.567 0.058
0.056 0.645 -0.266
-0.035 -0.270 0.354
-0.432 0.243 0.179
-0.090 0.072 0.001
-0.159 0.489 -0.323
-0.682 -0.272 0.929
-0.068 0.902 -0.096
-0.228 0.598 0.555
0.232 0.042 0.150
-0.138 0.253 1.497
-0.250 0.090 -0.523
0.110 0.768 -0.392
-0.599 0.531 -0.105
0.287 0.503 0.118

multiplicity = 1

***

5.
Density functional theory data (wB97M-V/def2-TZVPD) for a 2-piece molecular cluster, C7H15N overall at a distorted geometry.

Cartesian coordinates (Å):
C (0.8129, -1.6335, -0.3477)
C (1.4126, -0.3183, -0.6460)
C (2.8958, -0.1739, -0.6017)
C (3.4785, 0.5902, 0.3233)
C (-0.7509, -1.3489, -0.5310)
N (-1.3125, -0.5560, 0.5883)
C (-1.6095, 0.7957, 0.2410)
C (-2.9161, 0.9933, -0.6172)
H (0.8900, -1.8852, 0.7094)
H (0.9862, -2.5137, -0.9657)
H (0.9074, -0.0284, -1.5088)
H (1.0855, 0.3301, 0.0337)
H (1.0409, 0.6268, 2.9464)
H (2.8190, 1.3271, 0.9971)
H (4.4936, 0.7005, 0.6157)
H (-1.4819, -2.1371, -0.8150)
H (-0.7967, -0.6895, -1.4540)
H (0.5088, 0.1195, 2.7655)
H (-1.7076, 1.4853, 1.1193)
H (-0.8714, 1.3525, -0.5060)
H (-3.1641, 2.0387, -0.8465)
H (-2.9325, 0.2719, -1.4915)
H (-3.7883, 0.6527, -0.0086)

Cartesian forces, eV/Å:
-2.998 -1.907 1.175
3.472 -2.484 -2.603
-1.565 1.536 2.361
-1.485 0.421 0.070
-1.163 2.294 -0.801
1.614 0.005 -1.303
0.329 2.483 -1.758
-1.450 -2.014 0.686
0.433 -0.297 -0.061
0.832 0.246 -0.169
-0.029 0.948 -2.117
-1.609 2.816 3.603
-0.362 -0.353 -0.062
0.917 -1.536 -1.520
0.918 -0.252 -0.248
0.942 -0.434 0.812
0.001 -0.650 0.629
0.344 0.358 0.112
0.175 -0.936 -0.429
-0.730 -1.337 1.516
0.662 -0.325 -0.287
0.232 1.288 0.650
0.519 0.132 -0.256

multiplicity = 1

***

6.
Density functional theory data (wB97M-V/def2-TZVPD) for C7H15N as an isolated structure at a distorted geometry.

Cartesian coordinates (Å):
C (0.2939, -1.1378, -1.4391)
C (0.0836, 1.3628, -1.6540)
C (1.9282, -0.3933, 0.9506)
C (-0.0345, 0.1647, -0.7036)
C (0.6768, 0.3453, 0.5940)
H (0.6492, 1.3764, 0.9422)
H (0.1834, -2.0146, -0.7953)
H (1.3213, -1.1296, -1.8144)
H (-0.3834, -1.2692, -2.2873)
H (-0.2012, 2.2896, -1.1552)
H (1.1091, 1.4546, -2.0230)
H (-0.5866, 1.2370, -2.5077)
H (1.8801, -1.4531, 0.6953)
H (2.7846, 0.0460, 0.4229)
H (2.1336, -0.3160, 2.0228)
C (-0.7347, -0.3347, 1.8264)
C (-1.4804, 0.0715, -0.0785)
N (-2.2345, 1.1419, -0.0306)
H (-3.0411, 0.9783, 0.5741)
H (-1.8381, -0.9602, -0.1993)
H (-0.4347, -1.3842, 1.8471)
H (-0.2977, 0.2121, 2.6633)
H (-1.7769, -0.2874, 2.1494)

Cartesian forces, eV/Å:
0.007 0.094 0.179
0.083 -0.109 0.123
0.027 -0.062 0.226
-1.418 0.223 -0.509
-2.303 -0.484 1.693
0.056 -0.038 -0.177
-0.010 0.040 0.030
-0.084 0.002 -0.010
0.072 0.065 0.031
0.011 -0.099 0.021
-0.023 0.011 -0.013
0.098 -0.024 0.030
-0.024 0.076 -0.034
-0.136 -0.039 0.009
-0.034 0.030 -0.119
2.791 -0.248 1.288
-0.611 2.067 -3.344
1.417 -1.334 0.626
-0.246 -0.163 -0.512
-0.055 0.040 1.043
0.038 0.008 0.335
0.521 -0.279 0.227
-0.176 0.225 -1.141

multiplicity = 1

***

7.
Density functional theory data (wB97M-V/def2-TZVPD) for a 2-piece molecular cluster, C7H15N overall.

Cartesian coordinates (Å):
C (0.4970, -0.3175, 3.3380)
C (-0.7780, -0.3985, 2.5451)
C (-0.8772, -0.0514, 1.2649)
C (-2.1353, -0.1243, 0.4576)
H (1.2307, 0.2683, 2.7822)
H (0.3288, 0.1927, 4.2859)
H (0.9259, -1.3029, 3.5108)
H (-1.6797, -0.7692, 3.0267)
H (-0.0300, 0.4133, 0.7725)
H (-3.0266, -0.1549, 1.0841)
H (-2.2399, 0.7416, -0.2018)
H (-2.1119, -0.9901, -0.2100)
C (1.4801, 1.6890, -0.9784)
C (1.5322, 0.4518, -1.4700)
N (1.2273, 0.0441, -2.7741)
C (0.1557, -0.9333, -2.8736)
H (1.2435, 2.5296, -1.6199)
H (1.7726, 1.8761, 0.0446)
H (1.7448, -0.4075, -0.8383)
H (1.0897, 0.8359, -3.3808)
H (-0.0079, -1.1535, -3.9253)
H (0.4333, -1.8751, -2.4035)
H (-0.7754, -0.5642, -2.4368)

Cartesian forces, eV/Å:
-0.240 0.323 -0.325
0.027 -0.019 -0.409
-0.137 0.418 0.405
0.002 0.107 -0.285
0.055 -0.039 -0.006
0.064 -0.158 0.147
-0.033 -0.073 0.210
0.115 -0.114 0.174
0.114 -0.239 -0.033
0.017 -0.227 0.010
0.089 0.053 0.097
-0.146 -0.079 0.093
0.440 -0.210 -0.301
-0.546 -0.354 -0.010
0.423 0.245 0.287
0.047 0.061 -0.344
-0.071 0.052 0.092
0.010 0.086 -0.024
0.075 0.149 0.184
-0.160 0.090 -0.143
-0.098 -0.014 -0.085
0.082 0.051 0.205
-0.129 -0.109 0.059

SMILES string = C/C=C/C.C=CNC
multiplicity = 1

***

8.
Density functional theory data (wB97M-V/def2-TZVPD) for a single C7H15N molecule at a distorted geometry.

Cartesian coordinates (Å):
C (1.6300, -1.9409, -1.3703)
C (1.9906, -0.4972, -1.5629)
C (0.7606, 0.2226, -2.0256)
C (0.4396, 0.9770, -0.7967)
C (-0.1772, 0.3809, 0.2388)
N (-0.2471, 0.8208, 1.5729)
C (-1.4010, 0.1553, 2.2887)
C (-2.7776, 0.2983, 1.5925)
H (1.1018, -2.4386, -2.3616)
H (2.4536, -2.7910, -1.2652)
H (1.1365, -2.0652, -0.3776)
H (2.3139, -0.2121, -0.4112)
H (2.8803, -0.1366, -2.2392)
H (0.9884, 0.7675, -2.8822)
H (-0.1066, -0.5156, -2.2969)
H (0.6724, 2.0907, -0.7928)
H (-0.8111, -0.4793, 0.0353)
H (0.1043, 1.7294, 1.7825)
H (-1.2953, -1.0143, 2.3304)
H (-1.2402, 0.7708, 3.2061)
H (-2.5187, 0.2528, 0.5585)
H (-3.2168, 1.2145, 1.6303)
H (-3.5227, -0.4940, 1.8875)

Cartesian forces, eV/Å:
1.208 -4.605 -1.925
3.600 0.005 1.366
-2.001 -1.585 1.380
-1.939 2.510 0.500
0.139 1.523 -0.299
-1.503 -2.985 -1.839
0.814 0.772 0.435
1.148 -2.329 0.465
0.523 1.447 2.766
-0.783 2.246 -0.099
-0.569 0.072 -1.200
-0.592 -0.062 -3.160
-1.324 -1.525 1.155
0.044 1.329 -1.324
1.593 1.190 0.477
0.286 -1.598 0.464
0.771 -0.460 0.172
-0.295 0.431 0.370
0.709 2.326 0.496
-1.163 -1.561 0.301
-0.333 -0.708 -0.987
-1.262 2.823 0.827
0.929 0.744 -0.341

SMILES string = CCC/C=C/NCC
multiplicity = 1

***

9.
Density functional theory data (wB97M-V/def2-TZVPD) for an isolated ion of composition C7H15N2O2S and charge +1 at a distorted geometry.

Cartesian coordinates (Å):
C (1.7308, -1.0703, -1.6082)
C (0.3970, -0.2774, -1.5813)
C (0.1220, 0.4203, -0.2306)
C (1.2518, 1.4706, -0.1162)
C (-1.2285, 1.0737, -0.1044)
N (0.3423, -0.5019, 0.9643)
C (0.4641, 0.2992, 2.1203)
N (0.5640, 1.0034, 3.0242)
S (-0.9612, -1.8658, 1.2785)
C (-1.9600, -0.9169, 2.4164)
O (-1.4088, -2.1226, -0.0381)
O (-0.1293, -2.8124, 1.9497)
H (1.8294, -1.4496, -2.6224)
H (2.7486, -0.4590, -1.4893)
H (1.5261, -1.8355, -0.7898)
H (-0.2875, -0.9968, -2.0224)
H (0.4543, 0.5518, -2.4185)
H (1.0307, 1.8799, 0.8920)
H (2.1926, 1.0181, -0.1941)
H (0.9602, 2.2318, -0.8132)
H (-1.2586, 1.7570, -1.0303)
H (-2.0733, 0.3492, -0.0603)
H (-1.4307, 1.6661, 0.8579)
H (1.2130, -1.1200, 0.9291)
H (-2.9051, -1.4072, 2.5992)
H (-1.3873, -0.8899, 3.3358)
H (-2.1113, 0.0347, 2.0008)

Cartesian forces, eV/Å:
0.875 1.316 0.999
1.127 1.062 -2.196
1.119 0.320 -1.442
-3.247 0.362 1.926
-1.300 1.032 0.022
0.881 -0.450 1.410
0.391 -0.203 0.154
-0.166 -0.576 -0.264
0.989 -1.034 0.309
0.191 -1.534 0.223
-0.750 0.385 0.275
-0.643 0.585 0.103
-0.081 -0.789 0.320
-2.355 -1.304 0.288
1.272 0.165 -1.467
-0.784 0.170 0.737
-0.199 -1.245 1.895
1.055 0.455 -0.797
1.384 -0.092 -0.266
0.654 0.401 -0.551
-0.573 -0.964 1.597
0.591 0.427 -0.954
0.963 -0.295 -1.444
-0.928 0.954 -0.345
-0.233 -0.394 -0.206
0.052 0.036 0.119
-0.283 1.209 -0.444

SMILES string = CCC(C)(C)[N@@H+](C#N)S(C)(=O)=O
multiplicity = 1
total charge = +1

***

Listing energy above the lowest of the compared OMol25 structures with the same formula, charge and spin for the structures above in their given order: 72.88; 17.88; 51.89; 211.48; 230.10; 85.83; 38.22; 87.66; 108.20 kcal/mol.